# 1
{
  "formula": "C3H6N2O",
  "method": "ωB97M-V with the def2-TZVPD basis set",
  "total_energy_ha": -302.605712,
  "smiles": "N#CC=O.CN",
  "e_lumo_ha": -0.0402,
  "gap_ev": 8.11,
  "species": ["C", "N", "C", "N", "C", "O", "H", "H", "H", "H", "H", "H"],
  "coordinates": [[-0.71841, 1.49481, -0.02853], [-0.86383, 0.64426, -1.20019], [1.54784, -1.17419, 0.05539], [2.35280, -0.72074, -0.64089], [0.54796, -1.76646, 0.96612], [-0.59296, -1.94883, 0.63098], [0.00263, 1.14410, 0.73416], [-1.69043, 1.60526, 0.46299], [-0.39617, 2.49263, -0.34277], [-1.15106, -0.28998, -0.92358], [0.02758, 0.54870, -1.67660], [0.93404, -2.02955, 1.96293]],
  "forces_ev_per_a": [[-0.026, 0.189, 0.178], [0.132, -0.170, -0.002], [0.722, 0.408, -0.678], [-0.764, -0.459, 0.708], [-0.497, -0.122, -0.080], [0.621, 0.071, 0.193], [-0.116, 0.034, -0.155], [0.146, -0.007, -0.058], [-0.050, -0.135, 0.067], [0.011, 0.142, -0.102], [-0.143, 0.014, 0.014], [-0.037, 0.035, -0.086]],
  "nbo_charge": [-0.409, -0.835, 0.153, -0.229, 0.343, -0.436, 0.144, 0.193, 0.196, 0.360, 0.354, 0.166]
}

***

# 2
{
  "formula": "C3H6N2O",
  "method": "ωB97M-V with the def2-TZVPD basis set",
  "total_energy_ha": -302.620980,
  "smiles": "C=NCC(N)=O",
  "e_lumo_ha": 0.0361,
  "gap_ev": 10.86,
  "species": ["C", "C", "C", "N", "N", "O", "H", "H", "H", "H", "H", "H"],
  "coordinates": [[2.26685, -0.03622, 0.06897], [-1.51002, -0.09978, -0.15956], [-0.13240, -0.58037, -0.42889], [1.09401, 0.35729, 0.13380], [-1.56387, 1.07218, 0.44751], [-2.49370, -0.75268, -0.42391], [3.04038, 0.46708, 0.44677], [2.39243, -1.02308, -0.49044], [0.02493, -1.50680, 0.18378], [0.10464, -0.88472, -1.36399], [-0.75133, 1.57549, 0.79360], [-2.47192, 1.41162, 0.79235]],
  "forces_ev_per_a": [[-2.968, -4.668, -3.207], [0.111, 0.029, -0.049], [3.669, 0.091, 4.468], [-4.010, 0.568, 0.002], [-0.858, 2.444, 1.557], [-0.249, -0.600, -0.441], [2.977, 2.062, 1.454], [0.795, 0.919, 0.778], [-0.454, 0.668, -0.357], [0.313, -0.472, -3.279], [-0.037, -0.542, -0.435], [0.712, -0.498, -0.492]],
  "nbo_charge": [-0.046, 0.640, -0.331, -0.412, -0.805, -0.614, 0.176, 0.125, 0.226, 0.219, 0.422, 0.401]
}

***

# 3
{
  "formula": "C3H6N2O",
  "method": "ωB97M-V with the def2-TZVPD basis set",
  "total_energy_ha": -302.579313,
  "smiles": "C=N/N=C\\OC",
  "e_lumo_ha": 0.0381,
  "gap_ev": 10.18,
  "species": ["C", "C", "C", "H", "H", "H", "H", "H", "H", "N", "N", "O"],
  "coordinates": [[0.93041, 1.27441, -1.14736], [-1.13537, -0.05125, -0.62473], [0.75072, -1.15962, 1.93985], [1.62463, 0.40893, -1.06850], [1.11134, 1.84553, -2.06928], [0.93346, 1.90516, -0.23272], [-2.13624, -0.18663, -1.06483], [1.74462, -1.05276, 2.35013], [0.02179, -1.91146, 2.31245], [-0.84334, -0.72588, 0.41666], [0.43060, -0.45929, 0.94982], [-0.46063, 0.86327, -1.34991]],
  "forces_ev_per_a": [[-0.649, -0.142, 0.200], [0.247, 0.500, -0.349], [-1.014, -1.110, 0.225], [-0.648, 0.710, 0.034], [0.184, -0.055, 0.517], [0.447, -0.449, -0.716], [0.541, -0.018, 0.280], [-0.024, 0.083, 0.198], [0.621, 0.326, 0.056], [0.042, 0.006, 0.255], [0.216, 0.723, -0.856], [0.037, -0.575, 0.156]],
  "nbo_charge": [-0.248, 0.433, -0.071, 0.205, 0.190, 0.200, 0.178, 0.183, 0.165, -0.407, -0.315, -0.513]
}

***

# 4
{
  "formula": "C3H6N2O",
  "method": "ωB97M-V with the def2-TZVPD basis set",
  "total_energy_ha": -302.547740,
  "e_lumo_ha": 0.0123,
  "gap_ev": 7.80,
  "species": ["N", "C", "C", "O", "C", "N", "H", "H", "H", "H", "H", "H"],
  "coordinates": [[-1.27846, -0.55553, 0.57801], [-0.07487, -0.70893, -0.30301], [0.17674, 0.26834, -1.44442], [1.45895, 0.61039, -0.83499], [1.02894, -0.03090, 0.31750], [1.36656, 0.12157, 1.53748], [-0.92175, -0.22808, 1.49527], [-1.96675, 0.12489, 0.23565], [-1.76897, -1.43744, 0.72973], [0.31854, -0.13163, -2.45430], [-0.46034, 1.16993, -1.49328], [2.12142, 0.79739, 1.63636]],
  "forces_ev_per_a": [[-0.197, -0.089, 0.148], [-0.004, 0.029, 0.009], [-0.148, 0.037, -0.380], [0.109, 0.021, 0.083], [0.007, 0.014, 0.397], [0.047, 0.028, -0.367], [-0.002, -0.047, -0.094], [0.150, -0.027, 0.011], [0.103, 0.165, -0.078], [-0.034, 0.047, 0.184], [0.050, -0.143, 0.057], [-0.081, -0.034, 0.030]],
  "nbo_charge": [-0.692, -0.339, -0.089, -0.514, 0.516, -0.824, 0.440, 0.401, 0.416, 0.181, 0.148, 0.356]
}